{
  "formula": "C35H59F2NO12S5",
  "method": "the ωB97M-V functional and the def2-TZVPD basis",
  "orbital_gap_ev": 9.27,
  "e_tot_ev": -122905.5160,
  "spin_multiplicity": 1,
  "e_homo_ev": -9.30,
  "species": ["C", "C", "O", "N", "H", "H", "C", "H", "H", "H", "H", "H", "H", "O", "H", "F", "C", "C", "C", "C", "C", "C", "H", "H", "H", "H", "H", "F", "C", "C", "C", "C", "C", "C", "H", "H", "H", "H", "H", "C", "C", "C", "S", "O", "O", "C", "H", "H", "H", "H", "H", "H", "H", "H", "C", "C", "C", "S", "O", "O", "C", "H", "H", "H", "H", "H", "H", "H", "H", "C", "C", "C", "S", "O", "O", "C", "H", "H", "H", "H", "H", "H", "H", "H", "C", "C", "C", "S", "O", "O", "C", "H", "H", "H", "H", "H", "H", "H", "H", "C", "C", "C", "S", "O", "O", "C", "H", "H", "H", "H", "H", "H", "H", "H"],
  "xyz": [[-2.219, 1.971, 0.791], [-0.896, 1.583, 1.148], [-0.394, 1.768, 2.269], [-0.027, 0.840, 0.095], [-0.849, 0.071, -0.374], [-0.116, 1.388, -0.765], [1.249, 0.199, 0.427], [-2.577, 2.890, 0.042], [-2.627, 2.233, 1.891], [-2.793, 1.102, 0.484], [1.146, -0.422, 1.187], [1.997, 0.966, 0.981], [1.832, -0.253, -0.672], [-1.691, -0.557, -1.121], [-2.379, -0.953, -1.650], [-3.994, -3.472, -0.304], [-3.813, -3.379, 1.180], [-4.914, -3.854, 1.951], [-4.723, -3.638, 3.351], [-3.619, -2.992, 3.846], [-2.672, -2.435, 2.979], [-2.785, -2.702, 1.693], [-5.655, -4.349, 1.306], [-5.592, -3.908, 4.058], [-3.601, -2.645, 4.909], [-1.827, -1.805, 3.314], [-1.934, -2.203, 0.793], [1.659, -3.289, 1.216], [1.716, -3.548, -0.192], [2.972, -4.059, -0.777], [2.890, -4.149, -2.171], [1.857, -3.739, -3.091], [0.720, -3.371, -2.411], [0.600, -3.252, -1.045], [3.958, -4.307, -0.351], [3.806, -4.270, -2.536], [1.920, -3.768, -4.144], [-0.145, -3.035, -2.897], [-0.444, -2.910, -0.671], [-5.510, 4.866, -0.314], [-4.090, 5.646, -0.423], [-3.851, 6.387, 0.734], [-4.850, 5.440, 1.973], [-5.893, 6.258, 2.446], [-3.933, 4.629, 2.757], [-5.572, 4.217, 0.874], [-5.317, 4.169, -1.171], [-6.402, 5.591, -0.557], [-3.971, 6.318, -1.214], [-3.285, 4.984, -0.674], [-4.438, 7.246, 0.567], [-2.778, 6.710, 1.013], [-6.589, 4.035, 1.317], [-4.849, 3.410, 0.939], [-5.438, 0.081, -0.698], [-6.475, 1.133, -1.049], [-7.575, 0.873, -0.280], [-6.976, 0.415, 1.282], [-7.738, -0.658, 1.928], [-6.608, 1.655, 2.018], [-5.608, -0.409, 0.710], [-4.429, 0.368, -0.706], [-5.289, -0.727, -1.434], [-6.886, 1.204, -2.136], [-6.120, 2.239, -0.856], [-7.915, 0.001, -0.679], [-8.372, 1.662, -0.156], [-5.704, -1.365, 0.830], [-4.751, -0.283, 1.309], [3.115, 1.751, -5.116], [2.286, 1.477, -3.795], [2.386, -0.024, -3.644], [2.140, -0.619, -5.266], [0.677, -0.664, -5.535], [2.919, -1.680, -5.567], [2.765, 0.710, -6.191], [4.124, 1.794, -4.778], [2.683, 2.535, -5.444], [1.179, 1.696, -4.065], [2.502, 2.073, -2.932], [1.726, -0.173, -2.876], [3.408, -0.323, -3.413], [2.302, 1.166, -7.068], [3.708, 0.229, -6.420], [5.565, 0.709, 0.673], [6.831, 0.211, -0.272], [7.519, 1.323, -0.780], [6.189, 2.516, -1.061], [5.767, 2.307, -2.464], [6.580, 3.843, -0.709], [4.946, 1.805, 0.066], [5.857, 1.138, 1.548], [4.734, 0.083, 0.884], [6.435, -0.206, -1.198], [7.401, -0.522, 0.254], [8.258, 1.303, -1.673], [7.954, 1.776, -0.036], [4.192, 1.586, -0.720], [4.745, 2.682, 0.643], [5.118, -4.119, 4.419], [4.887, -4.331, 2.913], [4.751, -3.055, 2.347], [4.414, -1.770, 3.450], [3.259, -0.998, 3.180], [5.644, -1.038, 3.624], [4.233, -2.883, 4.808], [6.146, -3.855, 4.623], [4.857, -4.960, 5.014], [3.895, -4.602, 3.098], [5.652, -5.201, 2.518], [3.978, -3.210, 1.521], [5.650, -2.712, 1.776], [3.132, -3.149, 4.913], [4.664, -2.464, 5.666]],
  "atomic_forces_ev_per_a": [[-4.5, 2.7, 1.2], [5.5, -0.1, 2.6], [-1.3, -0.9, -3.4], [-2.8, 0.4, 0.2], [-0.5, -0.8, -0.6], [0.8, 0.1, 0.1], [4.0, 4.5, -4.4], [1.8, -2.4, 1.9], [0.5, -0.1, -2.6], [0.1, -0.2, -0.4], [-0.8, -3.8, 2.8], [-1.5, -1.2, -1.8], [-2.1, 1.2, 3.8], [0.8, 0.4, 0.8], [0.0, 0.1, 0.1], [0.7, 0.2, 3.4], [-4.0, -1.5, -2.5], [2.8, 0.6, -0.9], [-3.1, -1.2, -0.3], [0.2, 1.9, 1.2], [0.8, 0.3, 3.3], [4.5, 2.3, -6.6], [-0.2, 0.2, 1.2], [1.6, 0.3, -1.2], [0.0, -0.8, -0.9], [-0.7, -0.5, 0.1], [-2.8, -1.5, 2.9], [-0.1, -0.6, -2.5], [1.0, -0.3, -0.1], [-3.6, 1.2, -0.2], [-2.2, 1.6, -0.1], [0.7, -1.0, 4.0], [0.0, 0.3, -0.5], [0.0, 0.0, 3.2], [-1.0, 0.3, 0.3], [3.6, -1.2, -2.1], [0.3, 0.0, -0.8], [-1.1, 0.3, -1.1], [2.3, -0.5, -0.3], [0.7, 3.7, -8.4], [-0.7, -2.8, -2.7], [0.9, 1.7, 4.1], [2.9, -2.2, -0.1], [-1.3, 1.5, 1.4], [-0.3, 1.0, 0.8], [-0.7, -1.3, 5.5], [-1.2, 0.5, 0.3], [1.7, -1.4, 0.4], [-0.8, 0.9, -1.8], [0.3, -1.3, 0.2], [-0.5, 1.6, 0.6], [-1.8, -1.0, -0.1], [1.2, -0.3, -0.5], [-0.5, -0.5, 0.2], [1.4, -1.1, -1.6], [4.0, 4.8, -4.6], [-4.8, 1.5, 3.5], [-0.7, 0.3, 4.5], [-0.3, 1.7, -0.3], [-0.7, -2.0, -1.2], [1.4, 3.8, -1.3], [1.3, 1.6, -0.5], [-1.1, -0.1, 0.3], [1.4, -0.5, 1.5], [-0.2, -2.1, -0.3], [-2.1, -2.6, -0.7], [0.8, -0.9, -0.2], [-1.5, -5.7, 0.2], [1.1, 1.2, 0.9], [0.3, -4.0, 3.3], [-1.7, -0.2, -3.0], [2.2, 1.7, -0.2], [-9.2, 4.5, -0.6], [2.1, -0.3, 0.8], [4.4, -6.6, -0.9], [2.5, 0.7, 1.3], [0.9, 0.3, -0.5], [-1.6, 6.4, -2.3], [1.5, -0.3, 0.5], [0.7, 0.2, 0.3], [-1.9, -2.1, 1.4], [0.1, 0.0, 0.4], [-0.5, -0.7, 0.4], [0.3, 0.3, -1.0], [2.0, -2.6, -1.3], [-3.9, -3.2, 0.7], [0.3, 2.2, -4.0], [0.2, -0.4, -3.7], [-0.1, 0.0, 1.6], [0.2, 0.6, 0.7], [-1.0, 3.7, -4.8], [1.7, 0.1, 3.0], [0.1, -1.8, 0.3], [-0.6, -1.1, 0.3], [0.5, -0.4, 0.3], [-1.7, -0.3, 1.3], [3.2, 2.7, 4.1], [-0.1, 0.1, 0.9], [-0.8, 0.2, 0.7], [0.6, 1.7, 0.1], [2.3, -4.5, 3.5], [0.4, 2.1, -7.1], [1.4, 0.1, 1.5], [-1.6, 0.4, -0.6], [0.3, -0.1, 0.0], [-1.2, -1.9, -0.6], [0.4, 0.1, 0.2], [-0.2, -0.8, 0.4], [-1.8, -2.0, -1.1], [-2.3, 2.5, 0.5], [0.7, 1.2, 1.2], [-0.5, -0.1, 0.6], [1.4, 0.4, 0.0], [0.1, 0.9, 1.3]],
  "lowdin_charge": [-0.015, -0.393, 0.099, -0.012, 0.032, 0.150, -0.040, 0.158, 0.150, 0.046, 0.002, 0.125, 0.180, -0.335, -0.034, -0.068, -0.211, 0.003, -0.088, -0.100, -0.115, -0.105, 0.125, 0.134, 0.121, 0.123, 0.187, -0.038, -0.159, -0.005, -0.081, -0.030, -0.114, -0.031, 0.106, 0.049, 0.088, 0.096, 0.116, -0.255, -0.263, -0.241, 0.696, -0.287, -0.336, -0.325, 0.116, 0.170, 0.102, 0.095, 0.086, 0.157, 0.137, 0.089, -0.169, -0.258, -0.316, 0.736, -0.320, -0.321, -0.240, 0.066, 0.138, 0.166, 0.125, 0.094, 0.161, 0.032, 0.107, -0.173, -0.189, -0.256, 0.603, -0.339, -0.264, -0.201, 0.108, 0.034, 0.147, 0.097, 0.054, 0.118, 0.128, 0.094, -0.184, -0.183, -0.265, 0.714, -0.362, -0.307, -0.266, 0.093, 0.097, 0.117, 0.111, 0.172, 0.041, 0.104, 0.109, -0.202, -0.250, -0.329, 0.619, -0.292, -0.306, -0.206, 0.110, 0.103, 0.092, 0.197, 0.097, 0.129, 0.140, 0.084]
}